[1]
The ion C8H11N2 with charge +1 at a distorted geometry. Source: the Open Molecules 2025 dataset; level of theory: ωB97M-V/def2-TZVPD.

XYZ file:
```
21
C8H11N2 ωB97M-V/def2-TZVPD
C -0.49578 1.20029 1.72846
C 0.02384 0.02066 1.05035
C -0.89042 -0.52164 -0.05447
C -2.14952 -0.94824 -0.32329
C -2.17654 -1.23725 -1.76997
C -1.03134 -0.83821 -2.32097
N -0.17575 -0.43417 -1.22786
C 1.06105 -0.00293 -1.02345
N 1.26382 0.25328 0.25803
C 2.48279 0.62832 0.71301
H -0.47915 2.04575 1.02204
H 0.04345 1.44190 2.66816
H -1.56798 0.86983 2.19780
H 0.07893 -0.91032 1.79237
H -2.79349 -1.23214 0.43588
H -3.06841 -1.38337 -2.47302
H -0.61535 -1.02671 -3.29774
H 1.80687 -0.08242 -1.77694
H 3.25093 -0.18731 0.77748
H 2.46576 1.21691 1.70935
H 2.96630 1.12775 -0.08520
```

Computed properties:
**SMILES**: C[C@H]1c2cccn2C=[N+]1C
**Energy relative to the best compared isomer or geometry (same formula, charge and spin)**: 39.5 kcal per mole
**Orbital gap**: 8.5 eV
**Calculated total energy**: -420.63697 Ha
**Charge**: +1

***

[2]
A cluster of 2 separate species, C8H11N2O in total at a distorted geometry. Source: the Open Molecules 2025 dataset; level of theory: ωB97M-V/def2-TZVPD.

XYZ file:
```
22
C8H11N2O ωB97M-V/def2-TZVPD
C 3.95709 0.29424 -0.51776
C 3.16301 1.30763 0.01271
C 3.43764 -0.95631 -0.48716
C 1.86932 1.13820 0.40456
C 2.13689 -1.23194 -0.18548
C 1.20214 -0.16380 0.19579
C -3.21468 -0.68050 -1.04685
C -2.90982 0.83251 0.69231
N -0.03269 -0.24503 0.65893
N -3.67502 0.36191 -0.13742
O -0.52299 -1.59082 0.78991
H 4.87952 0.48929 -0.90772
H 3.55123 2.34980 -0.18832
H 3.91178 -1.93160 -0.74425
H 1.34700 1.99522 0.77237
H 1.74807 -2.24640 -0.07509
H -2.07597 -0.75677 -1.19852
H -3.72087 -1.57054 -0.79102
H -3.62770 -0.61496 -2.09986
H 0.16853 -2.02832 1.32446
H -1.84028 0.57330 0.82895
H -3.24495 1.72611 1.36282
```

Computed properties:
**Energy relative to the best compared isomer or geometry (same formula, charge and spin)**: 15.5 kcal per mole
**Orbital gap**: 6.3 eV
**Calculated total energy**: -496.08314 Ha
**Charge**: -1

***

[3]
The ion C8H11N2O4 with charge -1 at a distorted geometry. Source: the Open Molecules 2025 dataset; level of theory: ωB97M-V/def2-TZVPD.

XYZ file:
```
25
C8H11N2O4 ωB97M-V/def2-TZVPD
C 1.38096 3.21819 0.92826
N 1.23270 1.81199 0.57824
C 0.37461 0.91708 1.19571
O -0.23682 1.09132 2.24114
C 0.42884 -0.40704 0.38222
C -0.83570 -1.16605 -0.29542
C -1.64972 -0.32215 -1.26722
C -0.58379 -2.62920 -0.80846
N -1.84658 -1.39816 0.87455
O -1.57317 -2.40527 1.56518
O -2.78997 -0.64974 1.00491
C 1.58260 -0.18132 -0.39943
C 2.03203 1.17096 -0.40437
O 2.89485 1.80561 -1.04690
H 0.74884 3.41652 1.79400
H 2.43261 3.49263 1.13695
H 1.05413 3.79162 0.04931
H 0.42410 -1.26561 1.08394
H -1.27004 -0.47654 -2.29753
H -2.72110 -0.64138 -1.31551
H -1.61376 0.76721 -1.08248
H -0.33748 -2.60010 -1.88140
H 0.22752 -3.17164 -0.30471
H -1.51577 -3.24657 -0.76913
H 2.16011 -0.92237 -0.96186
```

Computed properties:
**SMILES**: CN1C(=O)[C@@H](C(C)(C)[N+](=O)[O-])C=C1[O-]
**Energy relative to the best compared isomer or geometry (same formula, charge and spin)**: 69.6 kcal per mole
**Orbital gap**: 6.2 eV
**Calculated total energy**: -721.85556 Ha
**Charge**: -1

***

[4]
The ion C8H11N2O4S with charge -1 at a distorted geometry. Source: the Open Molecules 2025 dataset; level of theory: ωB97M-V/def2-TZVPD.

XYZ file:
```
26
C8H11N2O4S ωB97M-V/def2-TZVPD
C 0.16919 -2.43640 1.88976
N 0.28097 -2.24883 0.46983
S 1.25154 -0.97221 0.08133
O 1.48248 -1.01201 -1.29227
O 2.49642 -1.09526 0.78936
C 0.52643 0.67129 0.55171
N 1.66044 1.39627 1.19983
C 2.23874 2.06042 0.24464
C 1.47908 2.00705 -1.02820
C 0.36064 1.27778 -0.77454
C -0.85843 1.06323 -1.64667
C -2.07258 0.94128 -0.80239
C -2.27337 -0.47574 -0.03042
O -1.91323 -0.40525 1.15485
O -2.39553 -1.46354 -0.77347
H 0.96394 -1.83241 2.15552
H -0.71197 -2.06413 2.28298
H 0.32871 -3.48264 2.15000
H -0.53441 -2.29942 -0.11322
H -0.32993 0.67968 1.11410
H 3.08181 2.59330 0.46392
H 1.74221 2.50061 -2.03470
H -0.96529 1.91956 -2.37160
H -0.87793 0.09720 -2.30286
H -2.08874 1.66873 -0.01085
H -3.04118 0.91147 -1.36666
```

Computed properties:
**SMILES**: CNS(=O)(=O)[C@H]1N=CC=C1CCC(=O)[O-]
**Energy relative to the best compared isomer or geometry (same formula, charge and spin)**: 32.9 kcal per mole
**Orbital gap**: 8.3 eV
**Calculated total energy**: -1120.08214 Ha
**Charge**: -1

***

[5]
A cluster of 2 separate species, C8H11N3O in total at a distorted geometry. Source: the Open Molecules 2025 dataset; level of theory: ωB97M-V/def2-TZVPD.

XYZ file:
```
23
C8H11N3O ωB97M-V/def2-TZVPD
C -3.61685 1.09923 0.88348
C -2.33872 0.97819 0.56114
C -3.55661 -0.62291 -0.47943
C 2.75183 -0.27245 -0.39011
C 1.49389 0.25830 -0.19148
C -1.14607 -0.40858 -0.88960
C 3.59346 0.14824 -1.53455
C 0.67011 -0.68558 1.77266
N -4.37357 0.09154 0.29585
N -2.28372 -0.07469 -0.33478
N 0.56306 0.29252 0.73254
O -0.42599 -0.72257 -1.77025
H -4.01117 1.78448 1.52392
H -1.48386 1.60546 0.74186
H -3.74944 -1.34244 -1.16833
H 3.25151 -0.67309 0.43672
H 1.16528 0.89880 -1.01640
H 4.59426 -0.27439 -1.46769
H 3.13072 -0.37004 -2.43059
H 3.48848 1.14294 -1.60319
H -0.21585 -0.66612 2.41476
H 0.89736 -1.82774 1.48804
H 1.60189 -0.35910 2.42542
```

Computed properties:
**Energy relative to the best compared isomer or geometry (same formula, charge and spin)**: 116.5 kcal per mole
**Orbital gap (spin up / spin down)**: 7.7 / 6.3 eV
**Calculated total energy**: -550.73982 Ha
**Charge**: 0

***

[6]
A structure of composition C8H11N3OS at a distorted geometry. Source: the Open Molecules 2025 dataset; level of theory: ωB97M-V/def2-TZVPD.

XYZ file:
```
24
C8H11N3OS ωB97M-V/def2-TZVPD
C 1.79066 1.70116 0.07473
C 1.93956 0.04850 -1.65411
C -0.99507 -0.06267 -1.55373
C -1.05310 1.75986 -0.04530
C -1.61756 -0.94081 -0.44197
C -1.75902 0.86634 0.97983
C 3.17916 -0.91486 1.17972
C 1.04875 0.75617 -0.75194
N 2.38297 2.43912 0.71334
N 2.73889 -0.28347 -2.38605
N -0.26077 0.95336 -0.94534
O -2.48221 -0.13932 0.35193
S 1.37381 -0.93329 0.89079
H -0.42345 -0.73168 -2.22340
H -1.84776 0.31057 -2.19423
H -1.83550 2.34611 -0.61483
H -0.59949 2.69135 0.23915
H -2.36489 -1.76228 -0.80409
H -0.74334 -1.31563 0.14048
H -1.10241 0.30382 1.59312
H -2.47411 1.46429 1.54894
H 3.50080 -1.89940 1.43814
H 3.37554 -0.16023 2.01478
H 3.69651 -0.80556 0.30028
```

Computed properties:
**Energy relative to the best compared isomer or geometry (same formula, charge and spin)**: 93.9 kcal per mole
**Orbital gap (spin up / spin down)**: 8.0 / 8.0 eV
**Calculated total energy**: -948.99484 Ha
**Charge**: 0

***

[7]
A cluster of 2 separate species, C8H11N4 in total at a distorted geometry. Source: the Open Molecules 2025 dataset; level of theory: ωB97M-V/def2-TZVPD.

XYZ file:
```
23
C8H11N4 ωB97M-V/def2-TZVPD
C 0.55131 0.87213 -1.27259
C -0.05838 0.40023 -0.17018
C 2.11962 -0.11534 -0.11834
C -2.79241 -1.50500 -0.45172
C -3.13801 -0.41611 -1.39525
C -2.06440 0.32294 0.35621
C 3.26813 -0.81042 0.42714
C -2.21244 1.40120 1.32880
N -2.14089 -1.04053 0.57278
N -2.55912 0.62572 -0.94897
N 0.91573 -0.27740 0.48119
N 1.88730 0.64501 -1.16718
H 0.13712 1.39932 -2.02287
H -3.11113 -2.59618 -0.51360
H -3.55122 -0.51776 -2.39304
H 3.41519 -1.91710 0.00883
H 4.19694 -0.19803 0.40271
H 2.98806 -1.04636 1.41609
H -3.27887 1.44712 1.57190
H -1.81122 2.28296 0.93741
H -1.58662 1.42992 2.27583
H 0.80468 -0.99361 1.27218
H 2.62403 1.25202 -1.65945
```

Computed properties:
**Energy relative to the best compared isomer or geometry (same formula, charge and spin)**: 61.1 kcal per mole
**Orbital gap**: 9.1 eV
**Calculated total energy**: -530.12468 Ha
**Charge**: +1

***

[8]
A cluster of 2 separate species, C8H11N4S in total at a distorted geometry. Source: the Open Molecules 2025 dataset; level of theory: ωB97M-V/def2-TZVPD.

XYZ file:
```
24
C8H11N4S ωB97M-V/def2-TZVPD
C 1.06765 1.40070 -0.02748
C 3.41965 1.27950 0.55094
C -1.02591 1.12261 -1.17169
C 2.20440 0.93611 0.34901
C 1.31666 -1.29771 -0.38896
C -3.12849 0.26698 -1.66860
C -2.34576 0.51433 0.71602
C 3.85309 -1.49930 -0.79837
N -0.11111 1.56934 -0.33014
N 4.49713 1.73236 0.68405
N -2.10423 0.58034 -0.70364
N 0.40038 -1.03928 -1.07584
S 2.55937 -2.17552 0.27781
H -0.98187 1.56490 -2.17956
H -2.75410 0.31980 -2.70686
H -3.44152 -0.89160 -1.51442
H -4.10516 0.77926 -1.46976
H -1.39831 0.41534 1.26817
H -3.05838 1.35261 1.05034
H -2.82222 -0.41755 1.06329
H 3.58252 -0.71248 -1.46448
H 4.37469 -2.29576 -1.34052
H 4.56367 -0.98247 -0.11923
H 5.12067 1.89806 1.36003
```

Computed properties:
**Energy relative to the best compared isomer or geometry (same formula, charge and spin)**: 86.9 kcal per mole
**Orbital gap (spin up / spin down)**: 6.3 / 5.8 eV
**2S+1**: 3
**Expectation value of S²**: 2.03
**Calculated total energy**: -928.11287 Ha
**Charge**: +1

***

Q: Among the records above, which one has the lowest energy relative to the best compared isomer or geometry (same formula, charge and spin)?
A: C8H11N2O

***

Q: calculated total energy of number 1 (C8H11N2)?
A: -420.63697 Ha